No. 1
Molecular formula: C14H24N9RuS2
Method: DFT, wB97M-V/def2-TZVPD

The geometry in XYZ format:
```
50
Properties=species:S:1:pos:R:3:forces:R:3:lowdin_charge:R:1
Ru 0.95004 0.06823 -0.30854 0.341 1.447 0.926 1.0990
C 2.84462 4.56271 -2.34878 -0.025 -0.065 0.297 -0.3811
S 3.99483 3.16819 -2.29427 -0.059 -0.041 -0.170 0.9684
C 3.02329 1.90662 -1.66099 -0.244 -0.240 0.211 -1.0026
S 1.44941 2.23268 -0.88843 -0.119 -1.019 0.287 0.6840
N 3.47160 0.69461 -1.77899 1.086 0.326 0.142 -0.0523
N 2.67366 -0.26435 -1.28509 -0.607 -0.246 -0.186 -0.2249
C 2.96846 -1.50412 -1.45337 0.716 0.152 0.072 -0.0342
C 1.86665 -2.44057 -1.38647 -0.586 -0.663 0.343 -0.2448
C 2.01398 -3.80101 -1.60590 0.365 0.232 -0.030 0.0255
C 0.88908 -4.58705 -1.79772 -0.241 -0.056 0.006 0.0112
C -0.36270 -3.98998 -1.77676 0.204 -0.096 -0.053 0.0037
C -0.44583 -2.64536 -1.46820 -0.157 0.087 0.047 -0.0990
N 0.62683 -1.89063 -1.21778 0.535 0.207 0.108 -0.0070
H 3.31811 5.31175 -2.97884 0.037 -0.024 -0.006 0.0546
H 2.69655 4.96722 -1.35015 -0.019 0.078 -0.041 0.0433
H 1.89781 4.26263 -2.78936 0.033 0.048 -0.100 0.0323
H 3.97930 -1.79131 -1.72198 -0.101 -0.080 -0.383 0.1527
H 3.01202 -4.21756 -1.64119 -0.033 -0.058 -0.135 0.1364
H 0.97915 -5.64771 -1.99046 0.068 0.005 0.015 0.1363
H -1.25916 -4.55708 -1.98080 -0.022 0.032 0.002 0.1319
H -1.41141 -2.15764 -1.43820 0.027 0.030 0.128 0.1072
C -1.47454 -0.75967 1.27822 -0.526 0.157 0.094 -0.1800
N -2.83768 -0.56269 1.68187 -0.243 -0.396 0.254 -0.0828
C -3.65254 -0.21638 0.51569 0.261 0.164 0.085 -0.1322
N -3.17418 1.03260 -0.08277 -0.303 0.126 -0.328 -0.0791
C -1.81377 0.89006 -0.51991 -0.346 0.068 0.246 -0.1920
N -0.90859 0.48368 0.62125 0.224 -0.342 -0.121 -0.2337
C -1.02869 1.57756 1.65810 -0.122 0.072 0.023 -0.1726
N -2.39450 1.75008 2.06818 -0.138 0.402 0.408 -0.0814
C -2.90975 0.51816 2.67117 0.213 -0.025 -0.402 -0.1266
C -3.23776 2.10410 0.92356 0.294 -0.311 -0.067 -0.1238
H -1.43837 -1.59444 0.58155 0.117 0.069 -0.082 0.0943
H -0.85578 -0.98211 2.14431 0.041 0.034 -0.042 0.1021
H -4.69153 -0.09441 0.81560 -0.001 -0.019 0.006 0.1413
H -3.58831 -1.02103 -0.22016 -0.050 0.006 -0.010 0.1309
H -1.46799 1.85495 -0.89525 0.107 -0.052 -0.047 0.1049
H -1.74675 0.14909 -1.32504 0.029 -0.068 0.078 0.1206
H -0.65135 2.50821 1.22960 0.026 -0.037 -0.064 0.1123
H -0.42095 1.30054 2.52195 0.036 -0.066 -0.041 0.1226
H -3.94514 0.66305 2.97292 0.010 0.028 0.020 0.1405
H -2.31605 0.25431 3.54710 0.002 0.001 -0.001 0.1373
H -2.88889 3.03781 0.48076 -0.025 0.010 0.008 0.1384
H -4.26801 2.22455 1.25200 0.011 0.031 0.020 0.1411
N 2.17179 -0.02252 1.58046 -0.920 0.008 -1.358 -0.0681
N 1.50104 -0.86265 2.52014 -0.013 -0.135 0.187 0.0003
H 3.13849 -0.30233 1.41384 0.020 0.072 -0.078 0.1202
H 2.18309 0.91830 1.96700 0.001 0.071 -0.132 0.1103
H 1.84824 -0.69527 3.46170 0.077 0.055 -0.036 0.1138
H 1.69216 -1.83381 2.29839 0.018 0.020 -0.095 0.1008
```
Forces are in eV/Å.

Calculated values
multiplicity = 2
total charge = +2
frontier orbital gap (spin up / spin down) = 5.90 / 6.17 eV
F_max = 1.8 eV/A

***

No. 2
Molecular formula: C14H24N9RuS2
Method: DFT, wB97M-V/def2-TZVPD

The geometry in XYZ format:
```
50
Properties=species:S:1:pos:R:3:forces:R:3:lowdin_charge:R:1
Ru -1.23640 0.41186 0.22187 -0.827 -1.654 0.253 1.0489
C -3.55040 -1.59344 4.78257 0.083 0.027 -0.274 -0.3755
S -2.73320 -2.81324 3.72377 -0.012 0.117 -0.197 0.9552
C -2.27630 -1.90204 2.32407 0.269 -0.163 -0.756 -1.0270
S -2.22080 -0.15254 2.35077 0.415 1.386 -0.942 0.6186
N -2.00710 -2.58644 1.25677 -0.465 -1.696 1.188 -0.0881
N -1.64770 -1.97544 0.16267 0.716 3.008 -1.249 -0.0697
C -1.73240 -2.52504 -1.00983 0.027 -0.060 1.383 -0.0066
C -1.41120 -1.68744 -2.13303 0.194 0.679 -0.892 -0.2464
C -1.14500 -2.14904 -3.42773 -0.254 0.058 0.745 0.0382
C -0.84600 -1.23394 -4.42033 0.084 0.466 0.027 0.0050
C -0.81840 0.12636 -4.11513 -0.122 -0.324 -0.022 -0.0072
C -1.13280 0.51256 -2.82503 -0.026 0.276 -0.382 -0.1394
N -1.41330 -0.36264 -1.86553 0.837 0.924 0.672 -0.0255
H -3.61930 -2.05914 5.76017 0.058 -0.011 0.081 0.0515
H -4.54830 -1.38734 4.40747 -0.038 -0.011 -0.011 0.0510
H -2.97020 -0.67894 4.83517 0.059 0.026 0.219 0.0069
H -2.08420 -3.54304 -1.14123 0.121 -0.053 0.192 0.1555
H -1.16290 -3.20934 -3.62763 -0.054 -0.086 -0.034 0.1352
H -0.63880 -1.56424 -5.42643 0.063 -0.074 -0.065 0.1326
H -0.56750 0.86716 -4.85723 -0.041 0.046 -0.088 0.1255
H -1.18330 1.56366 -2.54003 0.116 -0.207 -0.162 0.1069
C 1.68980 -0.36554 -0.69163 0.393 -0.457 -0.418 -0.1845
N 3.12690 -0.38354 -0.63553 0.117 -0.582 -0.682 -0.0846
C 3.64570 0.94286 -0.94053 -0.142 -0.075 -0.033 -0.1394
N 3.13720 1.88956 0.04197 0.012 0.793 -0.212 -0.0809
C 1.69680 1.93256 -0.00653 0.130 0.697 -0.108 -0.1697
N 1.11510 0.59516 0.29557 -2.051 -0.965 -0.176 -0.1574
C 1.61620 0.18136 1.63927 0.261 -0.248 0.752 -0.1765
N 3.05650 0.16036 1.66827 0.013 -0.197 0.809 -0.0830
C 3.56670 -0.79114 0.69267 -0.160 0.009 -0.011 -0.1368
C 3.57690 1.48756 1.37207 -0.123 -0.002 0.086 -0.1374
H 1.31120 -1.36944 -0.47313 -0.083 0.146 0.048 0.1266
H 1.38210 -0.07134 -1.70043 -0.077 0.031 0.130 0.1175
H 3.31830 1.23796 -1.94013 0.050 0.022 0.010 0.1359
H 4.73610 0.92626 -0.91703 -0.079 0.036 0.027 0.1439
H 1.38130 2.24166 -1.01033 -0.041 -0.085 0.114 0.1277
H 1.33440 2.65736 0.73157 -0.051 -0.156 -0.084 0.1334
H 1.23040 -0.82064 1.86677 -0.005 0.205 -0.090 0.1298
H 1.25190 0.88986 2.39207 -0.063 -0.093 -0.174 0.1324
H 3.17930 -1.78804 0.91367 0.055 0.012 0.012 0.1386
H 4.65670 -0.81654 0.73097 -0.084 0.010 0.000 0.1438
H 4.66640 1.47356 1.41327 -0.062 0.018 -0.018 0.1438
H 3.20220 2.19926 2.10987 0.053 0.005 0.008 0.1383
N -3.12020 1.93356 -0.29723 -0.350 -0.605 0.611 -0.0796
N -2.12810 2.78396 0.30977 0.514 -0.782 -0.349 -0.0478
H -3.63870 2.38436 -1.05833 0.284 -0.165 0.152 0.1188
H -3.80490 1.65436 0.41097 0.204 0.226 -0.151 0.0826
H -2.51490 3.38146 1.04747 0.203 -0.315 -0.108 0.1180
H -1.72560 3.39506 -0.40153 -0.121 -0.155 0.168 0.1010
```
Forces are in eV/Å.

Calculated values
multiplicity = 2
total charge = +2
frontier orbital gap (spin up / spin down) = 6.03 / 6.22 eV
F_max = 3.3 eV/A

***

No. 3
Molecular formula: C14H24O14
Method: DFT, wB97M-V/def2-TZVPD

The geometry in XYZ format:
```
52
Properties=species:S:1:pos:R:3:forces:R:3:lowdin_charge:R:1
O -0.19396 8.18723 4.85796 0.192 0.310 0.243 0.1349
C -0.22406 9.38418 4.78849 -0.132 -0.672 -0.466 -0.5693
O 0.71468 10.21965 5.22584 0.531 -0.490 0.634 0.0773
C 0.37866 11.54822 4.89128 -0.097 0.814 0.044 -0.1130
C -1.06547 11.44718 4.40835 0.534 0.498 -0.138 -0.0968
O -1.21231 10.04705 4.19005 -0.711 0.292 -0.291 0.0884
H 0.49089 12.20017 5.75627 0.081 -0.164 0.049 0.1357
H 1.03640 11.90131 4.09636 0.089 -0.122 0.045 0.1309
H -1.12970 12.02243 3.48644 -0.511 -0.354 -0.139 0.1323
H -1.80604 11.80218 5.12251 -0.011 -0.152 0.039 0.1339
O 2.01204 9.99407 11.22213 -0.166 -0.397 -0.354 0.1581
C 1.97659 9.07218 10.46294 -0.425 0.692 0.728 -0.5929
O 2.97713 8.72175 9.66513 1.021 -0.410 -1.007 0.0864
C 2.69992 7.47624 9.04269 0.393 -1.812 0.078 -0.1197
C 1.21737 7.23498 9.32290 0.256 0.889 -0.012 -0.1011
O 0.92966 8.24675 10.29293 -0.563 0.141 0.173 0.0585
H 2.95133 7.37560 7.98678 -0.208 1.069 -0.137 0.1275
H 3.31775 6.67073 9.45165 0.077 0.325 0.658 0.1263
H 0.94209 6.30750 9.81774 0.161 -0.257 -0.513 0.1307
H 0.69074 7.44178 8.39101 -0.553 -0.231 0.284 0.1190
O -5.40699 4.76453 2.61433 0.537 -0.213 0.221 0.1512
C -4.25245 4.61641 2.89267 -1.076 0.566 -0.128 -0.5883
O -3.52229 5.55838 3.53297 0.066 0.512 0.578 0.0684
C -2.21224 5.09095 3.78331 1.187 -1.041 -1.452 -0.1157
C -2.12218 3.92132 2.77458 -0.594 -0.301 -0.122 -0.0851
O -3.50822 3.56121 2.59349 0.434 -0.526 0.019 0.0622
H -1.44763 5.80526 3.47881 -0.330 0.467 0.285 0.1218
H -2.00924 4.75643 4.79810 -0.563 0.123 0.122 0.1054
H -1.56954 3.03481 3.07687 -0.071 0.115 0.276 0.1225
H -1.80058 4.20164 1.77022 0.388 0.345 0.200 0.1292
O -2.98527 2.24896 5.56414 1.688 -0.095 1.283 0.1613
C -1.91635 2.06004 6.10409 -1.777 -0.666 -2.127 -0.5612
O -1.50603 0.88338 6.59413 0.379 -0.613 0.684 0.0765
C -0.15654 0.97584 7.12276 -0.424 0.554 -0.357 -0.0699
C 0.13269 2.46526 6.93372 1.246 0.225 0.544 -0.1368
O -0.89912 2.92228 6.09027 0.087 1.212 0.443 0.0441
H -0.17972 0.65754 8.16078 0.052 0.013 -0.017 0.1307
H 0.56320 0.38883 6.55574 -0.430 -0.356 -0.147 0.1309
H 1.08538 2.70750 6.46062 -0.029 -0.439 -0.303 0.1312
H 0.19925 2.99844 7.88604 -0.696 0.122 0.032 0.1292
C 3.03872 9.04062 2.40759 -0.387 0.861 -0.235 -0.0863
C 2.33979 7.69650 2.39293 -0.217 0.587 -0.439 -0.3395
O 2.77502 6.95387 3.49222 0.118 -0.588 0.548 -0.0682
H 2.77240 9.69012 1.56685 0.198 -0.426 -0.419 0.0717
H 4.12064 8.94905 2.47807 -0.017 -0.018 0.005 0.0759
H 2.66304 9.64849 3.23576 0.268 -0.349 0.431 0.0551
H 2.54054 7.11433 1.48921 0.197 0.163 -0.073 0.1088
H 1.26189 7.89030 2.38747 -0.083 -0.248 0.208 0.1044
H 2.08090 6.84595 4.14854 -0.136 -0.039 0.060 0.0380
O 0.98053 5.83243 5.76857 -0.074 -0.046 0.263 -0.0412
H 0.19370 6.39182 5.80955 0.100 0.189 -0.201 0.0146
H 0.74188 5.03575 6.24966 0.001 -0.059 -0.101 0.0120
```
Forces are in eV/Å.

Calculated values
multiplicity = 1
total charge = 0
frontier orbital gap = 9.98 eV
F_max = 2.9 eV/A

***

No. 4
Molecular formula: C14H24O2P2Tc
Method: DFT, wB97M-V/def2-TZVPD

The geometry in XYZ format:
```
43
Properties=species:S:1:pos:R:3:forces:R:3:lowdin_charge:R:1
Tc -0.24085 0.00933 -0.01979 -0.394 -0.087 0.143 1.0268
C -1.43590 1.14371 3.10869 -0.004 0.021 0.039 -0.2114
P -0.15155 1.43908 1.88204 -0.135 -0.025 0.005 0.7898
C -0.26824 3.16856 1.37653 -0.013 0.016 0.010 -0.2044
C 1.47557 1.20279 2.65818 0.000 -0.049 0.099 -0.3667
C 2.54196 1.10316 1.56949 0.056 0.074 -0.055 -0.3799
P 2.14070 -0.23481 0.38126 -0.217 0.096 -0.235 0.7843
C 2.78762 -1.73579 1.16560 0.005 0.036 0.021 -0.2219
C 3.20236 0.05168 -1.05231 0.004 -0.023 -0.002 -0.2255
H -1.27796 1.79383 3.97128 -0.010 -0.001 0.003 0.0742
H -1.41588 0.10421 3.43567 0.006 0.003 0.004 0.0600
H -2.41039 1.36376 2.67190 -0.001 0.008 0.010 0.0649
H -0.18113 3.80051 2.26237 0.004 0.007 -0.006 0.0766
H -1.23270 3.34476 0.90117 0.005 -0.005 0.002 0.0590
H 0.52410 3.43295 0.67641 0.003 -0.008 -0.007 0.0591
H 1.42900 0.28399 3.24986 0.005 0.009 0.017 0.0966
H 1.67807 2.02163 3.35201 -0.001 0.004 -0.002 0.1108
H 3.53091 0.93371 1.99878 0.004 -0.018 -0.006 0.1067
H 2.60273 2.03603 1.00188 0.017 0.007 0.003 0.0890
H 3.79963 -1.51400 1.50879 0.002 -0.056 0.014 0.0703
H 2.84252 -2.55256 0.44860 0.002 0.005 -0.012 0.0504
H 2.17707 -2.04934 2.01118 -0.007 0.011 0.002 0.0608
H 4.24891 0.08925 -0.74616 0.006 -0.005 -0.007 0.0709
H 2.93458 0.99068 -1.53573 0.005 0.009 0.005 0.0547
H 3.06881 -0.75576 -1.77248 0.010 -0.003 0.005 0.0614
C -2.23002 -4.16349 0.27532 -0.007 0.024 0.012 -0.0097
C -2.86302 -2.96237 0.58233 -0.039 0.028 0.012 -0.0389
C -2.13784 -1.78329 0.56344 0.094 -0.146 -0.039 -0.1008
C -0.76497 -1.83795 0.24959 0.394 0.080 -0.003 -0.3213
C -0.12427 -3.04397 -0.05803 -0.247 -0.131 0.043 -0.0776
C -0.87692 -4.20639 -0.05305 0.089 0.047 -0.013 -0.0317
H -2.80292 -5.08141 0.28788 0.003 0.001 -0.004 0.1299
H -3.91607 -2.94538 0.82885 0.011 -0.016 -0.005 0.1265
H -2.63899 -0.84413 0.78926 0.008 0.028 -0.003 0.1022
H 0.92195 -3.08038 -0.31883 0.006 0.024 -0.001 0.0845
H -0.40818 -5.14907 -0.30173 -0.026 -0.006 0.003 0.1271
C -1.71071 1.63617 -3.77275 0.035 -0.025 0.021 0.0571
O -0.69809 0.89621 -2.98332 -0.111 0.081 0.096 0.0070
C -0.85403 0.85206 -1.72433 0.177 -0.167 -0.126 -0.5246
O -1.70793 1.34560 -0.97659 0.283 0.131 -0.019 -0.0151
H -2.64349 1.08221 -3.72770 -0.009 0.011 -0.004 0.1119
H -1.30726 1.65777 -4.77658 -0.008 0.003 -0.010 0.1098
H -1.81678 2.63383 -3.35799 -0.005 0.007 -0.010 0.1071
```
Forces are in eV/Å.

Calculated values
multiplicity = 2
total charge = +2
frontier orbital gap (spin up / spin down) = 7.36 / 7.45 eV
F_max = 0.4 eV/A

***

DFT total energy readings, ordered: -1931.33399; -1931.27429; -1601.22569; -1461.25021 a.u.